# 1
DFT (wB97M-V/def2-TZVPD) results for 2 unconnected molecules or ions with the total composition C3H10NOP.

Results
Lowest unoccupied orbital energy (alpha / beta) (eV): 0.6 / 0.7
Orbital gap (alpha / beta) (eV): 6.61 / 8.81
Total charge: 0
ΔE to the lowest compared entry with this formula, charge and spin (kJ/mol): 348.8
HOMO energy (alpha / beta) (Eh): -0.22197 / -0.29696

Last column: natural (NBO) charge in e.
Cartesian coordinates (Å):
C  -2.16595  -0.26765  0.53498  -0.4095
C  -0.52084  -1.34065  -0.89659  -0.4029
C  2.86888  0.70930  0.25069  -0.5991
N  -1.04103  -0.11834  -0.34486  -0.7539
O  -0.98072  2.26834  0.37393  -1.0033
P  -0.25831  1.30516  -0.74827  0.9841
H  -2.96653  -0.81141  0.02278  0.1857
H  -1.88622  -0.82678  1.43296  0.1851
H  -2.53355  0.71012  0.83168  0.2305
H  0.28473  -1.10814  -1.59024  0.2117
H  -0.12122  -1.98087  -0.10332  0.1880
H  -1.30620  -1.89354  -1.42254  0.1895
H  2.63656  -0.17018  0.81383  0.1635
H  3.06611  1.61138  0.79242  0.1642
H  3.33796  0.58980  -0.70315  0.1649
H  -0.63710  3.16072  0.34532  0.5016

# 2
DFT (wB97M-V/def2-TZVPD) results for a single C4H8S molecule at a distorted geometry.

Results
Structure (SMILES): SC1CCC1
Lowest unoccupied orbital energy (eV): 0.9
Orbital gap (eV): 9.87
Total charge: 0
ΔE to the lowest compared entry with this formula, charge and spin (kJ/mol): 121.6
HOMO energy (Eh): -0.32832

Last column: natural (NBO) charge in e.
Cartesian coordinates (Å):
S  -0.10363  0.96443  -2.37301  -0.0479
C  -0.24851  0.40409  -0.63036  -0.3259
C  1.06255  0.00288  0.16815  -0.4010
C  0.05902  -0.52266  1.29798  -0.3942
C  -0.97843  -0.76622  0.11098  -0.3888
H  0.45951  2.17975  -1.97749  0.1335
H  -0.63265  1.32732  -0.13423  0.1959
H  1.84166  0.83197  0.39815  0.2039
H  1.57368  -0.64817  -0.45099  0.2088
H  0.10491  -1.41049  1.86388  0.2115
H  -0.39510  0.22396  1.89163  0.2017
H  -0.69058  -1.73791  -0.37844  0.1893
H  -2.05244  -0.84896  0.21373  0.2132

# 3
DFT (wB97M-V/def2-TZVPD) results for a single C15H17N3O5 molecule at a distorted geometry.

Results
Structure (SMILES): N[C@@H](CC(=O)O)C(=O)N[C@@H](Cc1c[nH]c2ccccc12)C(=O)O
Lowest unoccupied orbital energy (eV): 0.6
Orbital gap (eV): 8.55
Total charge: 0
ΔE to the lowest compared entry with this formula, charge and spin (kJ/mol): 70.8
HOMO energy (Eh): -0.29361

Last column: natural (NBO) charge in e.
Cartesian coordinates (Å):
N  2.45861  2.98475  -0.68243  -0.8271
C  1.46494  2.72036  0.31392  -0.1238
C  0.03528  2.98721  -0.16670  -0.5276
C  -0.49462  2.05911  -1.18619  0.8073
O  0.11257  1.20870  -1.79515  -0.6293
O  -1.78926  2.28227  -1.30723  -0.6669
C  1.58002  1.38550  1.00128  0.6498
O  1.69673  1.30829  2.23394  -0.6510
N  1.76054  0.30539  0.24377  -0.6143
C  2.04915  -0.99586  0.77017  -0.1381
C  0.87173  -1.76368  1.43532  -0.4233
C  -0.33578  -1.77974  0.54044  -0.1063
C  -0.57849  -2.67779  -0.47926  -0.0208
N  -1.81120  -2.43532  -1.03533  -0.5430
C  -2.47602  -1.47058  -0.33259  0.1751
C  -3.71360  -0.86401  -0.49627  -0.2707
C  -4.06436  0.21987  0.32379  -0.2138
C  -3.23152  0.67694  1.34429  -0.2530
C  -2.03983  0.05532  1.55108  -0.1923
C  -1.57707  -0.99280  0.66333  -0.0935
C  2.60376  -1.89579  -0.33256  0.7879
O  2.85362  -3.07801  -0.11379  -0.6230
O  2.73317  -1.41013  -1.55651  -0.6652
H  2.32249  2.48522  -1.57176  0.3713
H  3.37090  2.74620  -0.31974  0.3674
H  1.60572  3.44544  1.13991  0.2262
H  -0.69458  2.94716  0.66573  0.2585
H  -0.03908  4.00001  -0.60212  0.2557
H  -2.16934  1.64522  -1.95398  0.5028
H  1.80591  0.42497  -0.73070  0.4311
H  2.82951  -0.90268  1.56204  0.2475
H  1.27700  -2.75952  1.64405  0.2477
H  0.62721  -1.23310  2.36295  0.2409
H  0.10014  -3.48928  -0.77502  0.2260
H  -2.23633  -3.10392  -1.68533  0.4113
H  -4.43825  -1.12700  -1.27382  0.2146
H  -5.02860  0.67579  0.09876  0.2131
H  -3.47967  1.52311  1.99169  0.2202
H  -1.35124  0.38868  2.34898  0.2227
H  3.22656  -2.12345  -1.97419  0.5057

# 4
DFT (wB97M-V/def2-TZVPD) results for a molecular structure, C8H24O8Tl at a distorted geometry.

Results
Lowest unoccupied orbital energy (eV): -14.2
Orbital gap (eV): 5.40
Total charge: +3
ΔE to the lowest compared entry with this formula, charge and spin (kJ/mol): 1068.2
HOMO energy (Eh): -0.72103

Last column: Mulliken charge in e.
Cartesian coordinates (Å):
Tl  0.61208  0.10732  -0.82017  1.9193
C  -0.86982  2.86145  -1.78530  -0.5233
C  -1.92133  1.80548  -1.19565  -0.5560
O  -1.31732  1.08089  -0.09031  -0.5577
O  0.36758  2.18158  -1.98407  -0.4896
H  -0.64844  3.66455  -1.08236  0.3073
H  -1.15851  3.30279  -2.73923  0.5012
H  -2.20909  1.10465  -1.97930  0.3093
H  -2.75814  2.40188  -0.83211  0.4606
H  -1.44362  1.65279  0.67034  0.5442
H  0.99509  2.77350  -2.40531  0.3346
C  1.82439  2.16172  1.12924  -0.6973
C  2.13713  0.78441  1.77436  -0.5199
O  2.36859  -0.22647  0.77365  -0.5757
O  0.60201  2.06346  0.31378  -0.3013
H  2.62678  2.47208  0.45995  0.3642
H  1.75423  2.93361  1.89563  0.5046
H  1.44282  0.50500  2.56681  0.3022
H  3.06458  0.97300  2.31507  0.5636
H  2.71603  -0.99074  1.23925  0.5093
H  0.13187  2.89923  0.35914  0.2826
C  -1.42860  -0.90566  1.32326  -0.6123
C  -2.33957  -1.19265  0.09369  -0.6689
O  -1.54372  -1.15492  -1.14860  -0.7551
O  -0.34929  0.07948  1.25023  -0.4206
H  -1.04424  -1.81129  1.79252  0.4265
H  -2.14932  -0.43863  1.99449  0.5066
H  -3.30572  -0.68928  0.05820  0.3376
H  -2.72487  -2.21225  0.10177  0.5208
H  -1.73661  -1.92178  -1.69295  0.5423
H  -0.08401  0.28820  2.14893  0.2955
C  1.22115  -2.79437  0.08629  -0.8096
C  0.08723  -2.93737  -0.93994  -0.2893
O  0.22991  -1.87661  -1.88729  -0.6134
O  1.37051  -1.50364  0.66269  -0.2897
H  2.09447  -3.14091  -0.46626  0.4628
H  1.18494  -3.63730  0.77641  0.4737
H  -0.80589  -2.97205  -0.31607  0.0700
H  0.20463  -3.91617  -1.40498  0.5333
H  0.89577  -2.24157  -2.47469  0.4300
H  1.90613  -1.53352  1.45881  0.1777

# 5
DFT (wB97M-V/def2-TZVPD) results for a molecular structure, C13H19ClOSiTm at a distorted geometry.

Results
Lowest unoccupied orbital energy (alpha / beta) (eV): 3.0 / 3.0
Orbital gap (alpha / beta) (eV): 7.26 / 7.27
Total charge: -1
HOMO energy (alpha / beta) (Eh): -0.15549 / -0.15603
Multiplicity: 3

Last column: natural (NBO) charge in e.
Cartesian coordinates (Å):
C  -2.46190  -0.98837  -1.36113  -0.4114
C  -1.81392  -1.17157  -2.62659  -0.3882
C  -1.50484  0.11910  -3.15087  -0.2996
H  -1.64991  -2.12786  -3.12130  0.2351
C  -1.91868  1.10034  -2.20431  -0.3253
C  -2.49341  0.41864  -1.08673  -0.3409
H  -2.95577  0.88888  -0.21770  0.2276
H  -2.88936  -1.77441  -0.73315  0.2417
H  -1.08212  0.32493  -4.13026  0.2190
H  -1.87784  2.18136  -2.33797  0.2181
Tm  -0.05201  -0.60029  -0.84890  1.6197
Cl  0.16197  -2.96597  -0.27361  -0.5919
C  2.57649  0.12708  -1.00745  -0.3820
C  2.09436  1.35153  -1.57593  -0.3244
C  1.58447  1.06612  -2.87447  -0.3131
H  2.15936  2.33580  -1.11038  0.2122
C  1.71408  -0.33502  -3.10669  -0.3518
C  2.33713  -0.92037  -1.95965  -0.3907
H  2.61359  -1.96751  -1.83866  0.2369
H  3.08375  0.01814  -0.04633  0.2236
H  1.21132  1.80379  -3.58559  0.2060
H  1.44847  -0.86385  -4.02047  0.2133
C  -1.61625  1.00792  3.24233  -1.1324
Si  -0.02932  0.21969  2.59427  1.9139
C  1.59347  0.96650  3.20386  -1.1321
C  -0.02805  -1.57491  3.19113  -1.1381
O  -0.07093  0.32086  0.96902  -1.2888
H  -1.66609  1.03298  4.33958  0.2152
H  -2.48608  0.43767  2.88470  0.2329
H  -1.73200  2.03486  2.87471  0.2280
H  1.65346  1.00147  4.29982  0.2154
H  2.44210  0.36588  2.84745  0.2348
H  1.73841  1.98514  2.82529  0.2290
H  -0.90015  -2.11910  2.81567  0.2365
H  0.86076  -2.10851  2.84068  0.2398
H  -0.04456  -1.59095  4.28961  0.2117

# 6
DFT (wB97M-V/def2-TZVPD) results for a molecular structure, C6H15NO2Tl at a distorted geometry.

Results
Lowest unoccupied orbital energy (alpha / beta) (eV): -22.1 / -22.1
Orbital gap (alpha / beta) (eV): 4.56 / 4.55
Total charge: +4
HOMO energy (alpha / beta) (Eh): -0.98071 / -0.98051
Multiplicity: 2

Last column: natural (NBO) charge in e.
Cartesian coordinates (Å):
Tl  -2.34181  -0.24448  -0.06179  1.1149
C  -1.21977  0.94999  -3.78315  -0.3051
O  -0.83219  0.46549  -2.49791  -0.1805
C  0.58575  0.66018  -2.29824  -0.0991
C  1.03657  1.11823  -0.89776  -0.2641
N  0.69083  0.14730  0.08357  -0.2869
C  0.94427  0.51636  1.50050  -0.3020
C  0.53291  -0.63686  2.47110  -0.1591
O  -0.85254  -0.99824  2.31754  -0.0931
C  -1.16878  -2.10515  3.17902  -0.3563
H  -1.04784  2.02231  -3.87633  0.3381
H  -2.26572  0.75974  -4.02379  0.2974
H  -0.61249  0.46349  -4.54644  0.3315
H  0.83026  1.45414  -3.00389  0.2850
H  1.11377  -0.22549  -2.65163  0.3311
H  0.57067  2.07153  -0.64821  0.2837
H  2.12464  1.18303  -0.89817  0.3808
H  1.30290  -0.64080  -0.07256  0.4330
H  0.53407  1.46315  1.85183  0.2990
H  2.02450  0.62266  1.60004  0.3342
H  0.71277  -0.29357  3.48988  0.3415
H  1.16193  -1.52073  2.36516  0.3021
H  -0.88392  -1.86451  4.20325  0.3334
H  -0.71551  -3.04460  2.86266  0.3405
H  -2.22526  -2.32306  3.33543  0.3000

# 7
DFT (wB97M-V/def2-TZVPD) results for a gas-phase ion, C12H22ClNO6P (charge -1) at a distorted geometry.

Results
Structure (SMILES): CC(=O)OCCCCC[C@H](C(=O)[O-])N(C[C@@H](C)Cl)P(O)O
Lowest unoccupied orbital energy (eV): 2.5
Orbital gap (eV): 6.65
Total charge: -1
HOMO energy (Eh): -0.15255

Last column: natural (NBO) charge in e.
Cartesian coordinates (Å):
C  1.44402  1.45557  2.34661  -0.7477
C  1.25757  0.20396  3.25888  0.8169
O  2.16518  -0.54884  3.43664  -0.5768
O  -0.00869  0.03098  3.77720  -0.5385
C  -0.44898  -1.33527  3.61792  -0.0801
C  -0.81191  -1.68716  2.14041  -0.4276
C  -2.07859  -0.83333  1.71627  -0.4040
C  -1.66532  0.22318  0.61469  -0.4003
C  -1.79315  -0.34186  -0.83603  -0.4034
C  -1.06607  0.54571  -1.93609  -0.1732
C  -1.32775  -0.14505  -3.31211  0.7204
O  -1.24242  0.47660  -4.38662  -0.7458
O  -1.65964  -1.38302  -3.33952  -0.7828
N  0.34481  0.84298  -1.58425  -0.7862
C  1.35824  0.51313  -2.60436  -0.2751
C  1.78975  -1.02024  -2.64686  -0.1615
C  1.17941  -1.88325  -1.50372  -0.6554
Cl  1.47520  -1.75325  -4.29508  -0.0731
P  0.40003  2.59839  -1.38035  1.4851
O  -0.65998  3.04798  -0.14403  -1.0131
O  1.92987  3.05629  -0.82971  -1.0061
H  0.54350  2.11545  2.36469  0.2339
H  2.33613  2.04323  2.64330  0.2334
H  1.51739  1.03740  1.30951  0.2467
H  0.27829  -2.06882  4.04290  0.1945
H  -1.38848  -1.42033  4.21676  0.1849
H  0.03242  -1.38393  1.47782  0.2067
H  -0.97904  -2.77439  1.97420  0.2191
H  -2.89286  -1.50657  1.35596  0.2049
H  -2.47084  -0.33278  2.63491  0.1898
H  -0.66236  0.63060  0.86164  0.1899
H  -2.38714  1.07444  0.71343  0.2005
H  -2.87889  -0.27236  -1.10326  0.2105
H  -1.51506  -1.41262  -0.90599  0.2290
H  -1.65078  1.51210  -1.93993  0.1961
H  1.15193  0.91572  -3.62548  0.2470
H  2.29933  1.03628  -2.28062  0.2009
H  2.89894  -1.07492  -2.53436  0.1968
H  0.24784  -2.37762  -1.86502  0.2655
H  1.06677  -1.35370  -0.53709  0.2176
H  1.90452  -2.72162  -1.31703  0.1977
H  -0.24986  3.70784  0.44098  0.4919
H  2.21669  2.56310  -0.03721  0.4708

- total charge of number 7 (C12H22ClNO6P)?
  -1

- Among the records above, which one has the highest total charge?
  C6H15NO2Tl

What did the seventh record say?
DFT (wB97M-V/def2-TZVPD) results for a gas-phase ion, C12H22ClNO6P (charge -1) at a distorted geometry.

Results
Structure (SMILES): CC(=O)OCCCCC[C@H](C(=O)[O-])N(C[C@@H](C)Cl)P(O)O
Lowest unoccupied orbital energy (eV): 2.5
Orbital gap (eV): 6.65
Total charge: -1
HOMO energy (Eh): -0.15255

Last column: natural (NBO) charge in e.
Cartesian coordinates (Å):
C  1.44402  1.45557  2.34661  -0.7477
C  1.25757  0.20396  3.25888  0.8169
O  2.16518  -0.54884  3.43664  -0.5768
O  -0.00869  0.03098  3.77720  -0.5385
C  -0.44898  -1.33527  3.61792  -0.0801
C  -0.81191  -1.68716  2.14041  -0.4276
C  -2.07859  -0.83333  1.71627  -0.4040
C  -1.66532  0.22318  0.61469  -0.4003
C  -1.79315  -0.34186  -0.83603  -0.4034
C  -1.06607  0.54571  -1.93609  -0.1732
C  -1.32775  -0.14505  -3.31211  0.7204
O  -1.24242  0.47660  -4.38662  -0.7458
O  -1.65964  -1.38302  -3.33952  -0.7828
N  0.34481  0.84298  -1.58425  -0.7862
C  1.35824  0.51313  -2.60436  -0.2751
C  1.78975  -1.02024  -2.64686  -0.1615
C  1.17941  -1.88325  -1.50372  -0.6554
Cl  1.47520  -1.75325  -4.29508  -0.0731
P  0.40003  2.59839  -1.38035  1.4851
O  -0.65998  3.04798  -0.14403  -1.0131
O  1.92987  3.05629  -0.82971  -1.0061
H  0.54350  2.11545  2.36469  0.2339
H  2.33613  2.04323  2.64330  0.2334
H  1.51739  1.03740  1.30951  0.2467
H  0.27829  -2.06882  4.04290  0.1945
H  -1.38848  -1.42033  4.21676  0.1849
H  0.03242  -1.38393  1.47782  0.2067
H  -0.97904  -2.77439  1.97420  0.2191
H  -2.89286  -1.50657  1.35596  0.2049
H  -2.47084  -0.33278  2.63491  0.1898
H  -0.66236  0.63060  0.86164  0.1899
H  -2.38714  1.07444  0.71343  0.2005
H  -2.87889  -0.27236  -1.10326  0.2105
H  -1.51506  -1.41262  -0.90599  0.2290
H  -1.65078  1.51210  -1.93993  0.1961
H  1.15193  0.91572  -3.62548  0.2470
H  2.29933  1.03628  -2.28062  0.2009
H  2.89894  -1.07492  -2.53436  0.1968
H  0.24784  -2.37762  -1.86502  0.2655
H  1.06677  -1.35370  -0.53709  0.2176
H  1.90452  -2.72162  -1.31703  0.1977
H  -0.24986  3.70784  0.44098  0.4919
H  2.21669  2.56310  -0.03721  0.4708

- What is the formula in the first record?
  C3H10NOP